(1)
Here is a cluster of 2 separate species, C5H12O2 in total from the Open Molecules 2025 dataset. Energies are from wB97M-V/def2-TZVPD.

```
19
Properties=species:S:1:pos:R:3:forces:R:3
C 1.953 0.191 0.555 -0.0261 0.0381 -0.0012
C 0.826 0.066 -0.472 0.1556 -0.2415 -0.1096
O -0.051 1.200 -0.622 0.1178 -0.0285 0.0328
C -1.412 0.775 -0.558 -0.1653 -0.0175 -0.0116
C -1.362 -0.701 -0.926 -0.0433 -0.0465 -0.0567
C -0.096 -1.123 -0.192 0.1051 -0.0287 -0.3380
O -0.319 -1.205 1.207 -0.1572 -0.2204 0.0933
H 2.500 1.133 0.469 -0.1730 -0.0778 -0.0940
H 1.605 0.069 1.582 -0.0151 0.1218 -0.2145
H 2.660 -0.623 0.348 -0.1054 0.1416 0.0339
H 1.292 -0.074 -1.456 -0.0583 -0.1218 0.0557
H -1.807 0.914 0.459 0.1099 -0.0118 -0.1377
H -2.013 1.377 -1.248 0.2236 -0.0546 0.0712
H -2.249 -1.272 -0.631 0.1084 0.1026 -0.0046
H -1.215 -0.812 -2.006 -0.0510 -0.0322 0.1187
H 0.350 -2.052 -0.571 -0.0961 0.0749 0.0342
H -1.018 -1.854 1.355 0.1197 0.0967 0.0357
H 0.226 2.078 1.867 -0.0803 0.1738 0.1681
H 0.128 2.080 1.128 0.0310 0.1318 0.3244
```
Positions in Å, forces in eV/Å.

Energy ... -348.13208 Ha
Molecular weight ... 104.149 g/mol
HOMO level ... -9.58 eV
SMILES string ... C[C@@H]1OCC[C@@H]1O.[H][H]
LUMO ... 0.0290 Ha
Orbital gap ... 0.3809 Ha
Charge ... 0

Atom charges from the natural (NBO) analysis, given in e for atoms 1 to 2: C -0.63; C 0.09

(2)
Here is a structure of composition CFN5O2 from the Open Molecules 2025 dataset. Energies are from wB97M-V/def2-TZVPD.

```
9
Properties=species:S:1:pos:R:3:forces:R:3
C 1.031 -0.149 0.172 2.0488 0.7418 0.3082
N 2.382 -0.099 0.117 -1.8890 -1.6344 -0.8310
N 0.253 0.785 0.573 -1.7435 -0.8456 -0.1115
N 2.374 1.189 0.359 1.6068 0.5304 0.4350
N 1.186 1.696 0.658 -0.0335 1.8312 0.2514
N -1.814 -0.920 -0.318 0.9247 1.1555 -2.4619
O -0.748 -1.366 -0.219 1.7443 -1.7713 0.2124
O -2.709 -0.790 0.367 -2.2072 0.3977 0.9015
F -1.955 -0.346 -1.710 -0.4513 -0.4053 1.2959
```
Positions in Å, forces in eV/Å.

Energy ... -561.85065 Ha
Molecular weight ... 133.042 g/mol
HOMO level ... -11.53 eV
LUMO ... -0.1158 Ha
Orbital gap ... 0.3079 Ha
Charge ... 0

Atom charges from the natural (NBO) analysis, given in e for atoms 1 to 2: C 0.65; N -0.29

(3)
Here is a cluster of 2 separate species, C3H11N3 in total from the Open Molecules 2025 dataset. Energies are from wB97M-V/def2-TZVPD.

```
17
Properties=species:S:1:pos:R:3:forces:R:3
H -4.001 -0.822 3.178 -0.4060 1.0966 -0.4962
N -3.036 -0.527 3.148 1.0581 -1.8124 1.0017
C -2.617 0.307 4.004 -1.4187 1.1913 -0.5435
N -1.352 0.309 4.536 0.4924 -0.3617 -1.1011
H -3.203 1.194 4.298 -0.1231 -0.3528 0.4922
H -0.873 1.179 4.330 0.1519 0.0221 0.4297
H -0.868 -0.483 4.110 0.2419 0.2134 0.2157
C 0.750 0.194 -3.494 -0.1633 0.8137 0.3448
N 1.385 0.411 -2.171 -0.2693 -1.3741 -0.6812
C 2.392 -0.689 -2.059 -0.6988 1.3840 0.0471
H -0.208 0.706 -3.590 -0.0745 -0.0403 0.2641
H 0.588 -0.869 -3.641 -0.0344 -0.0575 -0.1406
H 1.377 0.611 -4.292 0.0920 -0.4092 -0.1684
H 1.852 1.289 -2.250 0.4604 0.5630 0.2653
H 2.890 -0.758 -3.030 0.3694 -0.5387 0.1929
H 3.104 -0.474 -1.264 0.0403 -0.0655 -0.0068
H 1.819 -1.578 -1.813 0.2819 -0.2720 -0.1159
```
Positions in Å, forces in eV/Å.

Energy ... -285.11248 Ha
Molecular weight ... 89.142 g/mol
HOMO level ... -8.97 eV
SMILES string ... [H]/N=C/N.CNC
LUMO ... 0.0424 Ha
Orbital gap ... 0.3722 Ha
Charge ... 0

Atom charges from the natural (NBO) analysis, given in e for atoms 1 to 2: H 0.36; N -0.75

(4)
Here is the ion C3H6N with charge +1 from the Open Molecules 2025 dataset. Energies are from wB97M-V/def2-TZVPD.

```
10
Properties=species:S:1:pos:R:3:forces:R:3
C 1.582 -0.009 -0.019 2.8624 0.2206 -0.1442
N 0.316 -0.014 0.049 2.9196 0.8634 -1.6762
C -0.855 -0.736 -0.039 -2.7259 -3.2951 1.6148
C -0.871 0.782 -0.027 -2.8895 1.5017 1.7899
H 2.210 0.902 0.233 -1.4727 -0.6292 -0.5039
H 2.325 -0.852 -0.331 -2.2549 0.7593 0.8416
H -1.005 -1.160 1.000 -0.1908 0.3302 -1.2009
H -1.220 -1.559 -0.807 1.2191 2.3773 0.9725
H -1.231 1.218 -0.990 1.3316 -0.1160 0.6638
H -1.252 1.428 0.931 1.2012 -2.0122 -2.3575
```
Positions in Å, forces in eV/Å.

Energy ... -172.28166 Ha
Molecular weight ... 56.088 g/mol
HOMO level ... -17.55 eV
SMILES string ... C=[N+]1CC1
LUMO ... -0.2042 Ha
Orbital gap ... 0.4407 Ha
Charge ... +1

Atom charges from the natural (NBO) analysis, given in e for atoms 1 to 2: C 0.13; N -0.26